Density functional theory data (ωB97M-V/def2-TZVPD) for an isolated ion of composition BrHNO2S and charge -1 at a distorted geometry.

Computed properties:
E in eV: -86478.843
Total charge: -1
HOMO-LUMO gap in eV: 7.3
Relative energy (zero: lowest compared OMol25 entry of this formula, charge and spin) in kcal/mol: 12.4

Positions of all 6 atoms, in Å:
N (0.5105, 0.3966, 0.4957)
O (-1.3223, 0.0227, -1.4351)
O (-1.4996, -0.9429, 0.9012)
S (-0.6908, -0.7531, -0.3614)
Br (1.9894, 1.2155, -0.7888)
H (1.0128, 0.0612, 1.1883)



Density functional theory data (ωB97M-V/def2-TZVPD) for a 2-piece molecular cluster, BrHNO3S overall at a distorted geometry.

Computed properties:
E in eV: -88524.840
Total charge: -1
HOMO-LUMO gap (spin up / spin down) in eV: 9.0 / 6.0
Relative energy (zero: lowest compared OMol25 entry of this formula, charge and spin) in kcal/mol: 61.8

Positions of all 7 atoms, in Å:
N (1.6605, -0.7039, -0.5895)
O (-1.5542, 1.4629, -0.8030)
O (-1.0320, 0.6019, 1.5369)
O (-1.9097, -0.9045, -0.2686)
S (-1.2053, 0.3270, 0.0784)
Br (2.6871, 0.6829, 0.0769)
H (1.3535, -1.4664, -0.0311)



Density functional theory data (ωB97M-V/def2-TZVPD) for BrMn as an isolated structure at a distorted geometry.

Computed properties:
Multiplicity: 6
<S²>: 8.7592
E in eV: -101354.429
Total charge: +1
HOMO-LUMO gap (spin up / spin down) in eV: 7.8 / 7.8
Relative energy (zero: lowest compared OMol25 entry of this formula, charge and spin) in kcal/mol: 0.4

Positions of all 2 atoms, in Å:
Mn (8.0619, -31.8685, -2.9288)
Br (6.7232, -31.6318, -4.8312)



Density functional theory data (ωB97M-V/def2-TZVPD) for BrPt as an isolated structure at a distorted geometry.

Computed properties:
Multiplicity: 3
<S²>: 2.0103
E in eV: -73276.805
Total charge: +1
HOMO-LUMO gap (spin up / spin down) in eV: 9.8 / 7.4
Relative energy (zero: lowest compared OMol25 entry of this formula, charge and spin) in kcal/mol: 9.6

Positions of all 2 atoms, in Å:
Pt (-11.6783, 1.4779, -16.2564)
Br (-10.2491, 1.4744, -17.6563)